Version w
Computed, not measured: 2 unconnected molecules or ions with the total composition C7H9N, with ωB97M-V/def2-TZVPD.

Atoms and positions in Å:
C -2.30 1.87 -0.32
C -1.58 0.90 -0.28
C -1.06 -0.44 -0.31
C -0.63 -0.95 -1.47
C -1.20 -1.20 0.98
H -2.92 2.71 -0.40
H 0.00 -1.82 -1.48
H -0.67 -0.38 -2.39
H -2.24 -1.48 1.15
H -0.55 -2.07 0.96
H -0.91 -0.57 1.82
C 2.40 1.06 0.24
C 2.14 -0.36 0.35
N 2.18 -1.50 0.52
H 1.49 1.54 -0.11
H 2.68 1.45 1.22
H 3.20 1.24 -0.48

Values from the calculation:
structure (SMILES): C#CC(=C)C.CC#N
molar mass: 107.156 g mol⁻¹
frontier orbital gap: 9.89 eV

Mulliken population analysis, charges in e, atoms 1 to 4: number 1, C, carries 0.08; number 2, C, carries -0.66; number 3, C, carries 0.42; number 4, C, carries -0.81

Version x
Computed, not measured: a single C7H9N molecule, with ωB97M-V/def2-TZVPD.

Atoms and positions in Å:
C -0.08 -1.75 0.96
C 0.02 -0.81 1.93
N -0.10 0.47 1.40
C -0.13 0.37 -0.02
C -0.26 -1.13 -0.38
C 0.28 -1.95 -1.54
C -0.17 2.80 -0.20
C -0.02 1.52 -0.76
H 0.54 -2.62 1.07
H 0.10 -0.94 3.00
H 0.46 1.15 1.89
H -0.52 -2.43 -2.12
H 1.14 -1.68 -2.15
H -1.10 -1.06 -1.12
H -0.79 3.53 -0.70
H 0.51 3.10 0.58
H 0.13 1.42 -1.84

Values from the calculation:
molar mass: 107.156 g mol⁻¹
frontier orbital gap: 5.22 eV

Mulliken population analysis, charges in e, atoms 1 to 4: number 1, C, carries -0.60; number 2, C, carries -0.36; number 3, N, carries -0.14; number 4, C, carries 0.18

Of them, version w has the highest stability.

Version w
Computed, not measured: a single C7H9N molecule, with ωB97M-V/def2-TZVPD.

Atoms and positions in Å:
C 2.66 -0.32 0.09
N 1.62 0.65 -0.19
C 0.35 0.29 -0.04
C -0.69 1.32 -0.04
C -2.00 0.99 0.09
C -2.53 -0.37 0.04
C -1.47 -1.33 -0.05
C -0.16 -1.03 -0.09
H 3.44 0.15 0.23
H 2.59 -0.87 1.21
H 2.53 -1.00 -0.70
H 1.72 1.59 -0.16
H -0.57 2.59 -0.01
H -2.89 1.81 -0.03
H -3.55 -0.33 0.00
H -1.75 -2.42 -0.08
H 0.70 -1.72 -0.26

Values from the calculation:
structure (SMILES): CNc1ccccc1
molar mass: 107.156 g mol⁻¹
frontier orbital gap: 8.49 eV

Mulliken population analysis, charges in e, atoms 1 to 4: number 1, C, carries -1.07; number 2, N, carries -0.25; number 3, C, carries 1.12; number 4, C, carries -0.48

Version x
Computed, not measured: a single C7H9N molecule, with ωB97M-V/def2-TZVPD.

Atoms and positions in Å:
C 1.89 1.08 0.76
C 2.03 -0.15 0.16
N 1.15 -0.60 -0.80
C -0.18 -0.51 -0.66
C -0.76 0.90 -0.71
C -1.86 0.88 -0.02
C -1.92 -0.42 0.77
C -0.81 -1.15 0.43
H 1.02 1.86 0.80
H 2.69 1.09 1.46
H 3.00 -0.94 0.33
H 1.22 -1.78 -0.89
H -0.88 -0.65 -1.66
H -0.26 1.56 -1.51
H -2.48 1.88 -0.45
H -2.23 -0.47 1.91
H -0.49 -2.04 1.25

Values from the calculation:
structure (SMILES): C=CNC1C=CC=C1
molar mass: 107.156 g mol⁻¹
frontier orbital gap: 9.06 eV

Mulliken population analysis, charges in e, atoms 1 to 4: number 1, C, carries -0.78; number 2, C, carries 0.09; number 3, N, carries -0.27; number 4, C, carries 0.45

Version y
Computed, not measured: 2 unconnected molecules or ions with the total composition C7H9N, with ωB97M-V/def2-TZVPD.

Atoms and positions in Å:
C 2.44 1.83 0.79
C 1.41 1.14 0.31
C 0.05 1.19 0.41
C -1.02 0.57 0.24
C -2.48 0.51 0.36
H 3.46 1.52 0.61
H 2.30 2.73 1.36
H 1.55 0.01 -0.16
H -2.94 0.38 -0.61
H -2.78 -0.34 0.98
H -2.85 1.44 0.79
C 1.03 -1.52 -0.57
C -0.32 -1.39 -0.72
N -1.40 -1.73 -1.21
H 1.41 -1.96 0.34
H 1.63 -1.68 -1.46
H -1.49 -2.71 -1.46

Values from the calculation:
structure (SMILES): C=CC#CC.C=C=N
molar mass: 107.156 g mol⁻¹
frontier orbital gap: 8.78 eV

Mulliken population analysis, charges in e, atoms 1 to 4: number 1, C, carries -0.93; number 2, C, carries 0.13; number 3, C, carries 0.36; number 4, C, carries 0.08

Version z
Computed, not measured: a single C7H9N molecule, with ωB97M-V/def2-TZVPD.

Atoms and positions in Å:
C -3.32 0.09 -0.47
C -2.11 0.15 -0.17
C -0.71 0.02 0.12
C 0.14 1.26 0.26
C 1.63 0.70 -0.13
C 1.37 -0.62 -0.89
N 0.03 -1.19 -0.44
C -0.22 -1.07 1.02
H -4.32 -0.07 -0.81
H 0.19 1.61 1.35
H -0.34 2.11 -0.43
H 2.24 1.44 -0.65
H 2.16 0.40 0.80
H 1.36 -0.65 -1.98
H 2.15 -1.44 -0.68
H -0.89 -1.84 1.36
H 0.63 -0.89 1.76

Values from the calculation:
structure (SMILES): C#C[C@]12CCCN1C2
molar mass: 107.156 g mol⁻¹
frontier orbital gap: 10.20 eV

Mulliken population analysis, charges in e, atoms 1 to 4: number 1, C, carries -0.19; number 2, C, carries -1.24; number 3, C, carries 1.54; number 4, C, carries -0.72

Of them, version w has the highest stability.

Version w
Computed, not measured: a single C2H4N4S molecule, with ωB97M-V/def2-TZVPD.

Atoms and positions in Å:
S -0.07 -1.13 2.22
C -0.61 -1.21 0.54
N -0.29 -0.06 -0.27
N 0.96 0.41 -0.29
C 0.87 1.50 -1.04
N -0.34 1.59 -1.55
N -1.08 0.60 -1.05
H 0.92 -0.36 1.90
H -1.72 -1.19 0.71
H -0.32 -2.21 0.15
H 1.67 2.08 -1.32

Values from the calculation:
structure (SMILES): SCn1ncnn1
molar mass: 116.149 g mol⁻¹
frontier orbital gap: 10.48 eV

Mulliken population analysis, charges in e, atoms 1 to 4: number 1, S, carries -0.21; number 2, C, carries -0.37; number 3, N, carries 0.91; number 4, N, carries -0.70

Version x
Computed, not measured: 2 unconnected molecules or ions with the total composition C2H4N4S, with ωB97M-V/def2-TZVPD.

Atoms and positions in Å:
C -1.91 -0.69 0.39
N -2.40 0.44 0.02
N -1.38 1.10 -0.54
N -0.33 0.38 -0.59
N -0.66 -0.80 -0.08
H -2.36 -1.51 0.83
H 0.02 -1.66 0.02
C 2.23 0.79 -0.04
S 3.20 -0.49 -0.14
H 1.78 1.00 0.97
H 1.81 1.43 -0.84

Values from the calculation:
structure (SMILES): c1nnn[nH]1.C=S
molar mass: 116.149 g mol⁻¹
frontier orbital gap: 8.53 eV

Mulliken population analysis, charges in e, atoms 1 to 4: number 1, C, carries -0.02; number 2, N, carries -0.31; number 3, N, carries -0.35; number 4, N, carries 0.05

Of them, version w has the highest stability.

Version w
Computed, not measured: 2 unconnected molecules or ions with the total composition C2H4N4S, with ωB97M-V/def2-TZVPD.

Atoms and positions in Å:
C 0.25 -0.22 0.55
C -0.58 0.63 -1.41
H 0.64 -1.56 2.46
H -2.68 -0.08 -0.70
H -1.61 0.86 -3.04
H 1.24 1.40 -0.46
N -0.82 -0.88 0.34
N -1.30 -0.39 -0.84
N -0.83 1.24 -2.47
N 0.47 0.85 -0.37
S 1.36 -0.56 1.90

Values from the calculation:
molar mass: 116.149 g mol⁻¹
frontier orbital gap: 8.36 eV

Mulliken population analysis, charges in e, atoms 1 to 4: number 1, C, carries 0.51; number 2, C, carries 0.39; number 3, H, carries 0.18; number 4, H, carries 0.33

Version x
Computed, not measured: a single C2H4N4S molecule, with ωB97M-V/def2-TZVPD.

Atoms and positions in Å:
N -1.82 0.80 1.03
C -0.83 0.19 0.30
N -1.06 -0.75 -0.58
N 0.19 -0.98 -1.07
C 1.08 -0.19 -0.46
S 2.80 -0.22 -0.81
N 0.48 0.58 0.43
H -2.68 0.24 1.09
H -1.52 1.17 1.93
H 0.32 -1.67 -1.79
H 3.04 0.85 -0.08

Values from the calculation:
structure (SMILES): Nc1n[nH]c(S)n1
molar mass: 116.149 g mol⁻¹
frontier orbital gap: 9.28 eV

Mulliken population analysis, charges in e, atoms 1 to 4: number 1, N, carries -0.46; number 2, C, carries 0.46; number 3, N, carries -0.75; number 4, N, carries 0.22

Of them, version x has the highest stability.

Version w
Computed, not measured: 2 unconnected molecules or ions with the total composition C4H11NO3, with ωB97M-V/def2-TZVPD.

Atoms and positions in Å:
C 1.68 2.03 0.91
C 1.04 0.61 0.55
O -0.31 0.90 1.05
C 0.93 0.56 -1.06
C 0.14 -0.75 -1.45
N -0.38 -1.18 -2.62
O -0.02 -1.57 -0.58
H 1.00 2.64 1.42
H 2.75 1.93 1.15
H 1.69 2.69 -0.07
H 1.43 -0.36 0.84
H -0.58 -0.09 1.28
H 0.31 1.55 -1.13
H 1.90 0.70 -1.48
H -0.15 -0.88 -3.56
H -0.70 -2.12 -2.68
O -3.50 -2.11 2.84
H -4.39 -2.37 2.39
H -2.83 -2.17 2.19

Values from the calculation:
structure (SMILES): C[C@@H](O)CC(N)=O.O
molar mass: 121.136 g mol⁻¹
frontier orbital gap: 10.59 eV

Mulliken population analysis, charges in e, atoms 1 to 4: number 1, C, carries -1.25; number 2, C, carries 0.09; number 3, O, carries -0.57; number 4, C, carries -0.60

Version x
Computed, not measured: a molecular structure, C4H11NO3, with ωB97M-V/def2-TZVPD.

Atoms and positions in Å:
C 0.02 -0.58 -0.28
C -1.00 0.50 0.12
C 2.49 -0.43 0.32
C -2.37 -0.02 0.46
N 1.26 0.29 -0.02
O 1.57 1.06 -1.18
O 0.02 -1.66 0.60
O -1.07 1.47 -0.96
H 0.73 1.54 -1.35
H -0.15 -1.32 1.49
H -1.91 1.41 -1.43
H 0.02 -0.95 -1.31
H 0.20 0.97 0.73
H 2.78 -1.09 -0.50
H 3.28 0.31 0.47
H 2.32 -1.01 1.21
H -3.00 0.78 0.85
H -2.87 -0.44 -0.42
H -2.33 -0.82 1.21

Values from the calculation:
molar mass: 121.136 g mol⁻¹
frontier orbital gap: 8.92 eV

Mulliken population analysis, charges in e, atoms 1 to 4: number 1, C, carries -0.25; number 2, C, carries 0.25; number 3, C, carries -0.85; number 4, C, carries -1.47

Version y
Computed, not measured: 2 unconnected molecules or ions with the total composition C4H11NO3, with ωB97M-V/def2-TZVPD.

Atoms and positions in Å:
N 0.59 -2.03 -1.69
C 0.54 -1.18 -0.64
O 0.14 -1.53 0.45
C 0.98 0.23 -0.92
C -0.12 1.29 -0.70
C -1.20 0.99 0.33
O -2.12 2.09 0.40
H 0.98 -1.75 -2.58
H 0.40 -3.01 -1.58
H 1.84 0.41 -0.28
H 1.36 0.37 -1.94
H 0.34 2.24 -0.44
H -0.64 1.43 -1.65
H -1.79 0.16 -0.02
H -0.80 0.77 1.32
H -1.74 2.77 0.97
O 0.57 -0.93 3.33
H 1.03 -1.10 2.50
H -0.33 -1.20 3.13

Values from the calculation:
structure (SMILES): NC(=O)CCCO.O
molar mass: 121.136 g mol⁻¹
frontier orbital gap: 10.70 eV

Mulliken population analysis, charges in e, atoms 1 to 4: number 1, N, carries -0.38; number 2, C, carries 0.38; number 3, O, carries -0.62; number 4, C, carries -0.39

Of them, version y has the highest stability.

Version w
Computed, not measured: a gas-phase ion, C7H13N2O (charge +1), with ωB97M-V/def2-TZVPD.

Atoms and positions in Å:
C 2.97 -0.96 0.98
C 1.80 -0.03 0.86
O 1.56 0.86 1.63
N 0.90 -0.25 -0.28
C 1.18 0.72 -1.36
C -0.46 -0.24 0.19
C -1.10 1.10 0.47
N -2.36 1.05 0.28
C -2.80 -0.32 -0.10
C -1.52 -0.86 -0.73
H 3.03 -1.31 2.01
H 3.88 -0.40 0.78
H 2.90 -1.79 0.29
H 0.29 0.83 -1.98
H 1.45 1.70 -0.97
H 1.97 0.35 -2.00
H -0.51 -0.76 1.16
H -0.59 2.02 0.77
H -2.98 1.84 0.38
H -3.03 -0.85 0.83
H -3.69 -0.29 -0.72
H -1.40 -0.45 -1.73
H -1.48 -1.95 -0.77

Values from the calculation:
net charge: +1
structure (SMILES): CC(=O)N(C)[C@H]1C=[NH+]CC1
molar mass: 141.194 g mol⁻¹
frontier orbital gap: 8.81 eV

Mulliken population analysis, charges in e, atoms 1 to 4: number 1, C, carries -1.23; number 2, C, carries 0.66; number 3, O, carries -0.49; number 4, N, carries 0.02

Version x
Computed, not measured: a gas-phase ion, C7H13N2O (charge +1), with ωB97M-V/def2-TZVPD.

Atoms and positions in Å:
C -1.05 -1.62 1.27
O -0.84 -0.26 0.80
C -0.37 -0.15 -0.49
N -1.44 0.10 -1.42
C 0.91 -1.50 -0.76
C 2.10 -1.15 -0.31
C 2.42 -0.03 0.47
C 1.64 1.08 0.48
C 0.44 1.19 -0.34
N -0.54 2.22 0.13
H -1.84 -2.17 0.73
H -1.46 -1.61 2.28
H -0.04 -2.20 1.11
H -2.14 -0.59 -1.62
H -1.11 0.38 -2.31
H 0.79 -2.29 -1.47
H 2.89 -1.78 -0.52
H 3.34 -0.06 1.10
H 2.00 1.96 0.90
H 0.74 1.51 -1.41
H -1.03 1.91 1.05
H -1.34 2.09 -0.57
H -0.01 3.12 0.34

Values from the calculation:
net charge: +1
structure (SMILES): CO[C@]1(N)C=CC=C[C@@H]1[NH3+]
molar mass: 141.194 g mol⁻¹
frontier orbital gap: 9.18 eV

Mulliken population analysis, charges in e, atoms 1 to 4: number 1, C, carries -0.64; number 2, O, carries -0.44; number 3, C, carries 0.92; number 4, N, carries -0.59

Version y
Computed, not measured: 2 unconnected molecules or ions with the total composition C7H13N2O, with ωB97M-V/def2-TZVPD.

Atoms and positions in Å:
C 2.60 0.00 -1.02
C 3.02 -1.22 -0.65
C 2.27 0.71 0.19
C -1.93 0.11 1.33
C -1.19 0.44 -0.90
C -1.52 -1.82 -0.01
C 1.83 1.97 0.37
N 2.40 -0.22 1.22
N -1.59 -0.40 0.20
O 2.96 -1.40 0.69
H 2.57 0.41 -2.01
H 3.38 -2.06 -1.21
H -1.95 1.18 1.47
H -2.21 -0.53 2.16
H 2.83 0.02 2.10
H -0.28 0.99 -0.64
H -1.00 -0.17 -1.78
H -1.97 1.17 -1.13
H -2.18 -2.10 -0.83
H -0.50 -2.09 -0.29
H -1.80 -2.37 0.88
H 1.66 2.38 1.35
H 1.71 2.63 -0.47

Values from the calculation:
net charge: +1
molar mass: 141.194 g mol⁻¹
frontier orbital gap: 6.01 eV

Mulliken population analysis, charges in e, atoms 1 to 4: number 1, C, carries -0.44; number 2, C, carries -0.41; number 3, C, carries 0.77; number 4, C, carries -0.08

Of them, version w has the highest stability.

Version w
Computed, not measured: 2 unconnected molecules or ions with the total composition C2H2O3S, with ωB97M-V/def2-TZVPD.

Atoms and positions in Å:
C 1.43 0.67 0.32
C -0.03 0.27 0.09
O 2.48 1.11 0.54
O 4.67 0.37 -1.17
O 4.22 -1.32 0.56
S 4.75 -0.03 0.22
H -0.78 0.23 -0.82
H -0.22 -0.40 0.88

Values from the calculation:
molar mass: 106.102 g mol⁻¹
frontier orbital gap: 8.25 eV

Mulliken population analysis, charges in e, atoms 1 to 4: number 1, C, carries 0.66; number 2, C, carries -0.77; number 3, O, carries -0.35; number 4, O, carries -0.39

Version x
Computed, not measured: 2 unconnected molecules or ions with the total composition C2H2O3S, with ωB97M-V/def2-TZVPD.

Atoms and positions in Å:
C 0.81 -1.55 -0.14
C 0.23 -0.44 0.18
O 2.96 0.68 -1.15
O 1.33 -2.58 -0.40
O 3.08 1.34 1.17
S 3.47 0.37 0.16
H 0.53 0.49 0.60
H -0.85 -0.50 0.04

Values from the calculation:
molar mass: 106.102 g mol⁻¹
frontier orbital gap: 8.13 eV

Mulliken population analysis, charges in e, atoms 1 to 4: number 1, C, carries 0.73; number 2, C, carries -0.82; number 3, O, carries -0.33; number 4, O, carries -0.39

Of them, version x has the highest stability.